Record 1
The following is a DFT calculation (ωB97M-V/def2-TZVPD) of CH2OS as an isolated structure in a non-equilibrium geometry.

Element x y z (Å)
C -0.081792 -0.228873 -0.457376
O 0.319717 1.422957 1.258530
S -0.660996 0.424508 0.895703
H -0.472847 -1.491013 -0.867718
H 0.895917 -0.127578 -0.829138

Force components x, y, z for each atom (eV/Å):
-2.64 -6.05 -0.70
0.39 1.66 1.44
0.60 -0.98 -1.88
0.56 4.41 1.40
1.08 0.96 -0.26

Net charge: 0
HOMO-LUMO gap: 0.3460 Ha
LUMO level: -0.42 eV
HOMO energy: -9.8 eV
ΔE to the lowest compared entry with this formula, charge and spin: 232.6 kJ/mol

***

Record 2
The following is a DFT calculation (ωB97M-V/def2-TZVPD) of C12H19CoF9N4O3 as an isolated structure in a non-equilibrium geometry.

Element x y z (Å)
Co -0.086805 -0.298408 -0.436853
C 0.844373 -1.193349 2.219823
C -0.492894 -0.490997 2.383717
N -1.313285 -0.626123 1.171842
C -2.087765 -1.862091 1.015101
C -1.218917 -3.042016 0.553033
N -0.200726 -2.599490 -0.399839
C 1.177051 -3.076916 -0.208437
C 2.136254 -1.950627 0.235870
N 1.409539 -0.862373 0.904797
H 1.507292 -0.887237 3.030671
H 0.738480 -2.275498 2.291976
H -1.014516 -0.861307 3.272629
H -0.311235 0.575205 2.506014
H -1.918341 0.186333 1.116131
H -2.594608 -2.135509 1.944807
H -2.855643 -1.664726 0.265558
H -0.729107 -3.500513 1.411944
H -1.869866 -3.806783 0.125511
H -0.490887 -2.787851 -1.347776
H 1.185089 -3.902462 0.506171
H 1.558399 -3.468564 -1.149715
H 2.918922 -2.375106 0.871981
H 2.600059 -1.515637 -0.646003
H 2.000172 -0.045051 0.969995
N -1.535485 0.145797 -1.861362
C -1.064659 -0.298846 -3.185763
C 0.437819 -0.527203 -3.174313
O 1.001853 -0.751561 -4.228468
O 0.979793 -0.503826 -1.998391
H -2.517168 -0.059367 -1.725737
H -1.434942 1.154083 -1.775600
H -1.296139 0.408993 -3.978819
H -1.534398 -1.249908 -3.439343
F 0.169207 2.579521 -2.162016
C 0.922802 3.099603 -1.177667
F 1.093359 4.397923 -1.452975
F 2.119160 2.509755 -1.250826
C 0.254872 2.850037 0.217078
O -0.284403 1.629901 0.315985
C 1.338424 3.069482 1.326094
F 0.756181 3.128480 2.532767
F 2.198312 2.032441 1.377409
F 2.074141 4.168886 1.173076
C -0.866385 3.929450 0.422388
F -1.571245 4.086807 -0.710290
F -0.405042 5.132809 0.783923
F -1.727095 3.533841 1.363901

Force components x, y, z for each atom (eV/Å):
-0.57 -1.00 0.25
-0.03 0.00 -0.04
-0.02 -0.01 0.11
-0.09 0.21 -0.10
0.10 -0.01 0.04
0.12 0.23 0.06
-0.01 -0.28 -0.39
-0.04 0.12 0.09
0.02 -0.01 0.09
0.04 0.01 -0.57
0.08 -0.03 0.03
0.00 0.00 -0.02
-0.03 -0.02 0.01
-0.05 0.01 0.00
-0.03 -0.01 0.09
-0.10 0.00 0.04
0.00 0.02 -0.01
0.02 0.00 0.00
-0.03 -0.06 0.01
-0.01 -0.04 -0.01
-0.01 -0.01 0.06
-0.02 -0.06 -0.01
0.03 0.01 0.06
0.00 0.03 0.03
0.07 0.09 0.03
0.15 0.21 0.23
-0.20 0.06 0.07
0.32 -0.05 0.19
0.03 -0.03 0.10
0.50 0.18 -0.32
-0.02 -0.06 0.00
-0.06 0.03 0.00
-0.10 0.03 -0.03
-0.05 0.00 -0.01
-0.04 0.03 0.01
0.00 -0.06 0.08
0.03 0.10 -0.01
0.04 -0.06 0.02
-0.07 -0.11 0.01
0.14 0.65 -0.09
-0.10 -0.09 -0.06
-0.09 0.02 0.10
0.01 -0.13 -0.02
0.09 0.16 -0.06
0.09 -0.13 -0.01
-0.09 0.00 -0.05
0.01 0.08 -0.03
-0.04 -0.01 0.08

Net charge: 0
HOMO-LUMO gap (alpha / beta): 0.2989 / 0.3173 Ha
LUMO level (alpha / beta): 0.06 / 0.06 eV
HOMO energy (alpha / beta): -8.1 / -8.6 eV
⟨S²⟩: 0.9253
2S+1: 2

***

Record 3
The following is a DFT calculation (ωB97M-V/def2-TZVPD) of C10H12O2S as an isolated structure in a non-equilibrium geometry.

Element x y z (Å)
C -3.014538 0.737621 -1.615600
C -2.620272 1.843432 -0.619286
C -1.332558 1.357345 -0.074280
C 0.779659 0.395553 -0.564978
C 2.039832 0.883139 -0.911480
C 3.242854 0.398849 -0.486546
C 3.114277 -0.741858 0.324837
C 1.995607 -1.395784 0.568016
C 0.836813 -0.795441 0.042850
C -0.505546 -1.547771 2.126395
H -2.412184 0.424510 -2.548593
H -4.104751 0.804179 -1.961134
H -3.014124 -0.078361 -0.993667
H -3.377587 1.791636 0.176308
H -2.645616 2.911779 -1.083500
H 2.087441 1.777537 -1.625243
H 4.187485 0.846918 -1.051233
H 4.125106 -1.055871 0.787469
H 2.089135 -2.558361 0.758998
H 0.744301 -1.650990 2.268424
H -0.942271 -0.449389 2.331323
H -1.073025 -2.548039 2.842535
O -0.993471 1.144194 1.149844
O -0.319924 1.078204 -1.097746
S -0.773344 -1.550328 0.433873

Force components x, y, z for each atom (eV/Å):
-1.71 0.58 -2.87
-0.56 1.06 -1.65
4.56 -0.70 4.47
1.78 1.27 -1.48
0.20 3.49 -2.28
0.14 0.43 -1.41
6.68 0.94 0.76
-1.52 -2.84 -1.21
-3.21 -2.33 1.53
0.79 -0.49 4.54
-0.50 1.25 1.67
1.47 0.34 0.46
-0.04 -2.56 1.13
0.49 0.28 -0.10
0.57 -1.87 0.94
-0.35 -1.23 1.10
-1.85 -1.26 2.09
-1.74 -0.21 -0.89
-0.70 2.72 0.39
-3.98 0.40 0.32
1.34 -2.74 1.04
1.63 3.38 -2.51
-2.28 1.98 -5.75
-1.88 -0.21 2.54
0.68 -1.70 -2.82

Net charge: 0
HOMO-LUMO gap: 0.3208 Ha
LUMO level: 0.71 eV
HOMO energy: -8.0 eV
ΔE to the lowest compared entry with this formula, charge and spin: 480.0 kJ/mol

***

Record 4
The following is a DFT calculation (ωB97M-V/def2-TZVPD) of C3HBr6F as an isolated structure in a non-equilibrium geometry.

Element x y z (Å)
C -0.302500 0.662626 -0.547168
C 2.569239 0.803794 -0.309149
C 2.872108 -0.478318 0.267451
F 2.139891 -0.613042 1.407646
Br -0.626759 1.084306 -2.324323
Br -0.737609 2.161145 0.683793
Br 2.501872 2.439979 0.760866
Br 3.236242 0.966816 -2.078606
Br 4.720798 -0.534754 0.851403
Br 2.290924 -2.012569 -0.776508
H -0.584299 -0.282268 -0.043919

Force components x, y, z for each atom (eV/Å):
-0.18 1.38 1.68
-0.62 2.49 -1.53
-0.59 -1.06 1.74
-0.11 0.14 0.51
0.10 -0.52 0.23
-0.07 -1.41 -0.99
0.75 -1.74 -0.91
-0.36 0.40 0.59
0.40 -0.34 -0.17
0.41 0.17 -0.24
0.26 0.49 -0.90

Net charge: 0
HOMO-LUMO gap (alpha / beta): 0.2931 / 0.2694 Ha
LUMO level (alpha / beta): -1.06 / -1.60 eV
HOMO energy (alpha / beta): -9.0 / -8.9 eV
ΔE to the lowest compared entry with this formula, charge and spin: 307.9 kJ/mol

***

Number 1: molar mass 62.09 g/mol. Number 2: molar mass 497.22 g/mol. Number 3: molar mass 196.27 g/mol. Number 4: molar mass 535.46 g/mol.